Molecular formula: CHNO3S
Method: DFT, ωB97M-V/def2-TZVPD

XYZ file:
```
7
Properties=species:S:1:pos:R:3:forces:R:3
C 1.434 1.115 0.406 0.3 2.2 1.0
N 0.659 0.336 -0.148 -0.1 0.7 1.0
O 2.189 1.902 0.917 -2.3 -3.2 -1.9
O -1.292 -0.024 -2.346 -0.2 -0.3 0.4
O 0.572 1.390 -2.907 0.6 0.7 -0.3
S 0.123 0.094 -2.545 -0.2 -0.5 -1.2
H -0.396 0.312 -0.258 2.0 0.4 1.0
```
Positions in Å, forces in eV/Å.

- net charge = 0
- E_HOMO (eV) = -11.36
- energy above the lowest of the compared OMol25 structures with the same formula, charge and spin (kcal/mol) = 10.20
- 2S+1 = 1

Molecular formula: C2H5F3OP
Method: DFT, ωB97M-V/def2-TZVPD

XYZ file:
```
12
Properties=species:S:1:pos:R:3:forces:R:3
C 0.126 1.135 -0.668 1.9 0.5 1.5
C -0.334 -1.020 0.005 0.6 -1.5 -0.2
O 0.028 -0.242 -0.873 -0.4 -2.5 -1.3
F -4.544 0.038 0.054 -0.3 -1.2 0.0
F -2.596 -0.049 1.345 0.1 -1.0 0.7
F -2.562 0.734 -0.722 0.6 -0.5 -1.3
P -3.120 -0.594 -0.048 -1.2 2.7 0.5
H -0.367 1.342 0.238 -0.9 0.8 0.9
H -0.233 1.576 -1.533 -0.7 1.1 -1.4
H 1.180 1.308 -0.505 0.4 0.4 -0.3
H -0.444 -0.675 1.004 -0.3 0.3 0.9
H -0.451 -2.099 -0.228 0.2 0.8 -0.2
```
Positions in Å, forces in eV/Å.

- net charge = +1
- E_HOMO (eV) = -16.53
- energy above the lowest of the compared OMol25 structures with the same formula, charge and spin (kcal/mol) = 14.89
- 2S+1 = 1

Molecular formula: C9H14N2O2S
Method: DFT, ωB97M-V/def2-TZVPD

XYZ file:
```
28
Properties=species:S:1:pos:R:3:forces:R:3
C 3.445 1.427 0.696 0.2 -1.5 1.4
C 2.438 2.187 0.135 1.1 0.5 -0.9
C 3.146 0.157 1.185 -1.1 -0.5 -1.2
C 1.171 1.676 -0.074 2.0 -0.4 1.1
C 1.843 -0.361 0.969 0.3 -0.4 1.1
C 0.860 0.416 0.394 -2.2 -0.9 -0.7
C -0.501 -1.628 -1.608 2.2 -1.0 0.5
C -1.177 -0.322 -1.173 2.9 -2.3 -1.2
C -0.713 -0.086 0.262 2.2 3.4 -1.3
N -1.025 -1.051 1.157 2.6 -0.4 1.5
N -3.166 0.714 0.850 0.9 0.1 0.7
O -1.840 2.373 -0.415 1.0 0.8 0.1
O -1.211 1.963 2.013 -0.1 0.3 -0.3
S -1.608 1.503 0.713 -2.8 -1.5 0.0
H 4.481 1.655 0.924 -0.2 1.0 -0.6
H 2.721 3.159 -0.274 -0.4 -0.1 0.2
H 3.968 -0.454 1.561 -0.5 0.0 0.2
H 0.510 2.345 -0.481 -1.8 1.1 -1.1
H 1.519 -1.333 1.362 0.5 0.2 -0.3
H -0.849 -2.538 -1.196 -0.7 -0.7 1.4
H -0.481 -1.981 -2.599 -0.7 0.8 -2.1
H 0.597 -1.680 -1.437 -0.5 0.6 0.5
H -0.811 0.335 -1.977 -0.7 0.7 1.1
H -2.191 -0.585 -1.213 -1.6 0.5 -0.2
H -1.804 -1.623 1.167 -1.7 -0.7 -0.3
H -0.530 -0.944 2.029 -0.4 -0.2 0.1
H -3.839 1.464 0.890 -0.2 0.3 0.1
H -3.310 0.259 -0.045 -0.1 0.2 0.0
```
Positions in Å, forces in eV/Å.

- net charge = 0
- E_HOMO (eV) = -9.03
- energy above the lowest of the compared OMol25 structures with the same formula, charge and spin (kcal/mol) = 68.23
- structure (SMILES) = CC[C@@](N)(c1ccccc1)S(N)(=O)=O
- 2S+1 = 1

Molecular formula: C5H11NO2
Method: DFT, ωB97M-V/def2-TZVPD

XYZ file:
```
19
Properties=species:S:1:pos:R:3:forces:R:3
C -0.216 0.058 0.823 -0.7 -1.4 0.2
C 0.876 1.075 0.678 0.9 -0.6 1.8
C 0.530 2.287 -0.113 2.6 0.3 -2.9
C 1.379 2.537 -1.203 -3.4 0.0 3.3
C -0.575 -0.869 -0.384 2.4 4.4 -0.7
N 0.290 -0.762 -1.487 -2.7 -1.1 0.3
O -1.728 -1.124 -0.476 -2.1 -2.2 -0.7
H 0.024 -0.635 1.646 -0.4 0.5 0.1
H -1.179 0.592 0.976 0.5 -0.7 0.3
H 1.786 0.499 0.341 -0.5 1.2 0.2
H 1.066 1.428 1.759 0.1 -0.5 -1.5
H -0.337 2.879 0.274 1.1 -0.2 -0.7
H 1.403 3.380 -1.823 -0.6 1.4 -0.6
H 2.072 1.826 -1.533 1.0 -1.2 0.2
H 1.257 -0.679 -1.440 1.5 0.2 0.3
H -0.120 -0.949 -2.396 0.2 -0.2 0.4
H -2.497 -4.592 1.602 0.7 1.4 -0.2
H -2.121 -3.147 1.054 -0.5 0.4 -0.8
O -1.909 -3.803 1.702 -0.2 -1.7 0.9
```
Positions in Å, forces in eV/Å.

- net charge = 0
- E_HOMO (eV) = -9.39
- energy above the lowest of the compared OMol25 structures with the same formula, charge and spin (kcal/mol) = 48.52
- structure (SMILES) = C=CCCC(N)=O.O
- 2S+1 = 1

Molecular formula: C2H7N3O
Method: DFT, ωB97M-V/def2-TZVPD

XYZ file:
```
13
Properties=species:S:1:pos:R:3:forces:R:3
N 2.053 -0.059 0.953 -1.9 2.0 1.2
C 1.291 0.310 2.114 -4.5 2.4 -2.8
N 0.011 0.716 1.925 4.3 -2.3 -1.1
H 2.490 -0.920 0.973 1.4 -2.0 0.6
H 1.555 0.000 0.066 -0.4 0.3 0.4
H 1.804 0.572 3.022 0.5 -0.7 0.4
H -0.524 1.137 2.655 0.5 0.2 1.1
C -0.905 -0.289 -2.387 -3.5 1.1 0.0
N -1.950 -0.384 -1.444 -0.2 -1.2 -2.3
O 0.167 0.165 -2.164 1.8 0.0 0.6
H -1.282 -0.370 -3.458 0.3 -0.8 0.9
H -1.876 -0.024 -0.514 0.4 0.0 0.4
H -2.834 -0.855 -1.741 1.4 0.9 0.5
```
Positions in Å, forces in eV/Å.

- net charge = 0
- E_HOMO (eV) = -9.40
- energy above the lowest of the compared OMol25 structures with the same formula, charge and spin (kcal/mol) = 40.24
- structure (SMILES) = [H]/N=C/N.NC=O
- 2S+1 = 1

Molecular formula: C6H11N3
Method: DFT, ωB97M-V/def2-TZVPD

XYZ file:
```
20
Properties=species:S:1:pos:R:3:forces:R:3
C 1.904 1.054 0.535 -0.1 0.7 0.6
C 2.773 0.088 0.109 -0.3 0.0 -0.3
C 0.613 1.298 0.203 0.2 -0.1 -0.2
C 3.721 -0.667 -0.238 0.7 -0.7 -0.2
C -2.235 0.368 0.443 -0.2 0.2 0.3
C -0.284 0.486 -0.696 -0.1 -0.2 -0.3
N -1.627 0.985 -0.653 0.1 0.3 -0.3
N -1.589 -1.081 0.460 -0.4 0.0 0.4
N -0.372 -0.948 -0.284 0.7 -0.1 0.0
H 2.362 1.724 1.268 -0.1 0.0 0.1
H 3.770 -1.748 -0.122 -0.3 -0.1 0.3
H 0.143 2.199 0.587 0.1 0.0 0.1
H 4.640 -0.293 -0.698 -0.2 0.4 -0.2
H -1.919 0.818 1.389 0.0 -0.2 0.0
H -3.320 0.322 0.390 0.1 -0.2 0.0
H 0.145 0.565 -1.703 -0.1 -0.2 0.0
H -2.139 0.984 -1.526 0.0 -0.1 0.0
H -1.373 -1.357 1.430 -0.1 0.0 -0.4
H -2.235 -1.786 0.074 0.3 0.2 0.0
H -0.362 -1.571 -1.084 -0.3 0.0 0.1
```
Positions in Å, forces in eV/Å.

- net charge = +2
- E_HOMO (eV) = -18.61
- energy above the lowest of the compared OMol25 structures with the same formula, charge and spin (kcal/mol) = 84.09
- 2S+1 = 1

Molecular formula: C3H3NOS3
Method: DFT, ωB97M-V/def2-TZVPD

XYZ file:
```
11
Properties=species:S:1:pos:R:3:forces:R:3
C -0.559 0.762 0.061 2.2 -0.7 1.7
C 0.408 1.113 -0.825 -2.2 2.7 -2.3
C 0.506 -1.083 -0.662 3.9 0.6 -1.3
H -2.084 2.618 0.435 0.9 -2.1 1.3
H 0.415 2.092 -1.405 0.3 -1.4 1.0
H 1.032 -2.320 1.370 -2.2 1.2 0.2
N -0.240 -0.606 0.351 -0.1 -1.6 -1.9
O 0.956 0.058 -1.472 -1.5 -1.8 2.4
S -1.597 1.475 1.242 -1.2 2.6 -1.2
S 1.509 -2.454 -0.829 -1.6 0.9 0.5
S -0.344 -1.652 1.734 1.5 -0.3 -0.4
```
Positions in Å, forces in eV/Å.

- net charge = 0
- E_HOMO (eV) = -8.38
- energy above the lowest of the compared OMol25 structures with the same formula, charge and spin (kcal/mol) = 61.53
- structure (SMILES) = S=c1occ(S)n1S
- 2S+1 = 1

Molecular formula: C8H30N12O7
Method: DFT, ωB97M-V/def2-TZVPD

XYZ file:
```
57
Properties=species:S:1:pos:R:3:forces:R:3
C 1.673 3.491 -0.550 -0.6 1.5 1.7
C 2.791 2.694 -1.192 -0.8 0.2 -0.1
O 3.121 3.424 -2.359 0.5 -0.5 -0.5
H 2.084 4.088 0.273 0.0 -0.5 0.4
H 0.769 3.013 -0.169 0.4 -0.8 0.1
H 1.229 4.346 -1.066 0.5 -0.5 -1.3
H 2.498 1.659 -1.402 -0.2 0.1 -0.3
H 3.644 2.605 -0.510 0.1 0.3 0.0
H 3.492 2.816 -3.006 0.1 0.1 0.0
C -1.145 -0.084 -0.507 0.0 1.0 -1.2
O -1.043 -1.258 -0.893 -0.1 0.3 0.6
N -0.791 0.451 0.670 0.7 -1.7 0.9
N -1.578 0.900 -1.360 0.1 -0.7 -0.4
H -0.867 1.432 0.907 -0.3 -0.2 0.1
H -0.510 -0.211 1.387 0.1 0.4 -0.1
H -2.004 0.577 -2.214 -0.2 0.5 0.0
H -1.718 1.814 -0.975 -0.4 0.1 -0.3
C -3.338 -1.936 -4.211 0.3 1.7 1.3
O -4.200 -1.249 -3.657 0.4 -0.6 -0.3
N -3.597 -2.653 -5.316 -1.4 -0.1 -0.5
N -2.028 -1.920 -3.845 0.7 -0.5 -0.2
H -2.973 -3.260 -5.808 0.0 0.0 0.0
H -4.563 -2.514 -5.568 0.2 -0.5 -0.5
H -1.679 -1.573 -2.964 -0.4 0.0 0.3
H -1.448 -2.604 -4.301 0.2 0.1 0.2
C -0.805 3.900 2.260 -0.9 -1.6 0.7
O -1.375 2.863 1.901 0.7 0.5 -0.5
N -1.176 5.111 1.825 0.3 0.8 0.0
N 0.164 3.915 3.232 0.0 0.4 -0.1
H -1.782 5.189 1.029 0.0 0.1 0.1
H -0.598 5.873 2.134 -0.2 0.3 -0.5
H 0.431 3.016 3.604 -0.1 -0.2 0.0
H 0.029 4.652 3.907 0.4 0.0 0.1
C -2.188 -5.632 -0.867 0.8 -1.1 -0.2
O -1.775 -6.781 -1.038 -0.3 0.8 0.5
N -3.405 -5.335 -0.341 -2.0 -0.8 0.7
N -1.431 -4.538 -1.080 0.0 0.2 -0.5
H -4.022 -4.594 -0.628 0.6 0.4 -0.1
H -3.937 -6.140 -0.043 0.2 -0.1 -0.3
H -1.900 -3.650 -1.106 0.8 0.4 0.3
H -0.439 -4.686 -1.067 0.0 0.4 -0.4
C 1.667 -1.889 1.554 -0.6 -0.1 0.6
O 0.969 -1.243 2.350 0.5 0.0 -1.1
N 2.384 -1.417 0.504 0.3 0.9 -0.2
N 1.745 -3.238 1.668 0.2 -0.6 0.1
H 3.133 -1.942 0.092 -0.1 -0.2 0.0
H 2.373 -0.447 0.249 -0.1 0.0 0.3
H 0.903 -3.687 1.991 0.2 -0.1 0.2
H 2.276 -3.709 0.958 -0.3 -0.3 0.0
C 2.882 1.478 3.505 -0.1 0.7 1.8
O 3.672 1.943 4.338 -0.5 -0.3 -0.8
N 3.203 1.367 2.211 2.0 0.1 -0.4
N 1.630 1.073 3.830 -0.1 0.4 -0.3
H 2.590 1.283 1.426 -0.2 0.2 0.1
H 4.154 1.712 2.164 -0.2 -0.1 -1.1
H 1.315 0.282 3.255 -0.5 0.1 0.9
H 1.496 1.221 4.818 -0.5 -0.9 0.0
```
Positions in Å, forces in eV/Å.

- net charge = 0
- E_HOMO (eV) = -9.48
- energy above the lowest of the compared OMol25 structures with the same formula, charge and spin (kcal/mol) = 1.08
- structure (SMILES) = NC(N)=O.NC(N)=O.NC(N)=O.NC(N)=O.NC(N)=O.NC(N)=O.CCO
- 2S+1 = 1